[1]
C6H14O2 | wB97M-V/def2-TZVPD

Geometry as XYZ:
```
22
Properties=species:S:1:pos:R:3
C 0.494 0.521 2.765
C 0.914 0.993 1.355
C 2.013 1.856 1.357
C 0.790 0.772 -1.135
C 0.494 0.195 0.234
C -0.678 -0.819 0.209
H 0.556 1.461 3.293
H 1.347 0.143 3.312
H -0.387 -0.068 2.666
H 2.842 1.893 0.638
H 2.090 2.235 2.379
H 1.539 0.184 -1.588
H -0.021 0.922 -1.822
H -1.039 -1.295 1.123
H -0.481 -1.603 -0.524
H -1.559 -0.304 -0.176
H -3.121 -2.765 -2.071
H 1.270 1.735 -0.968
O -2.379 -2.439 -1.570
H -1.616 -1.162 -3.982
H -1.866 -1.569 -2.372
O -1.204 -0.885 -3.122
```

Computed properties:
HOMO-LUMO gap	3.7	eV
total charge	0
E_HOMO	-7.1	eV
lowest unoccupied orbital energy	-3.4102	eV
ΔE to the lowest compared entry with this formula, charge and spin	6.696	eV

=====

[2]
C6H14O2 | wB97M-V/def2-TZVPD

Geometry as XYZ:
```
22
Properties=species:S:1:pos:R:3
C -2.014 0.742 -0.754
C -1.588 -0.720 -0.614
C -0.199 -1.087 -1.109
C 1.336 -0.076 1.816
O 0.784 1.108 1.988
C 1.754 -0.418 0.388
C 0.979 -0.215 -0.729
H -1.422 1.319 -0.040
H -1.918 1.040 -1.799
H -3.075 0.898 -0.536
H -2.192 -1.285 -1.343
H -1.886 -1.224 0.312
H 0.157 -2.036 -0.650
H -0.143 -1.111 -2.203
H 0.593 -0.873 1.336
H 1.987 -0.437 2.609
H 0.760 1.537 0.988
H 2.746 -0.891 0.343
H 0.694 -2.460 1.337
H 0.940 0.902 -1.009
H 1.058 3.078 -0.154
O 0.650 2.209 -0.175
```

Computed properties:
HOMO-LUMO gap	5.3	eV
total charge	0
E_HOMO	-7.5	eV
lowest unoccupied orbital energy	-2.2352	eV
ΔE to the lowest compared entry with this formula, charge and spin	11.509	eV

=====

[3]
C6H14O2 | wB97M-V/def2-TZVPD

Geometry as XYZ:
```
22
Properties=species:S:1:pos:R:3
C -1.108 1.733 -1.356
O -0.629 2.825 -0.606
H 0.304 2.684 -0.416
H -0.556 1.608 -2.292
H -2.131 1.972 -1.641
H 0.460 0.400 -0.788
C 1.648 0.652 1.001
C -1.325 -0.216 0.840
C -0.381 -2.451 0.209
C 0.961 -0.288 0.015
C -0.228 -0.998 0.537
O 1.973 -1.101 -0.547
H 1.588 -1.679 -1.214
H 0.939 1.338 1.458
H 2.133 0.062 1.778
H 2.421 1.222 0.484
H -1.390 0.764 -0.404
H -1.185 0.676 1.440
H -2.233 -0.719 1.150
H -1.236 -2.874 0.733
H 0.517 -3.006 0.486
H -0.541 -2.604 -0.867
```

Computed properties:
HOMO-LUMO gap	8.8	eV
total charge	0
E_HOMO	-8.2	eV
lowest unoccupied orbital energy	0.6194	eV
ΔE to the lowest compared entry with this formula, charge and spin	3.905	eV

=====

[4]
C6H14O2 | wB97M-V/def2-TZVPD

Geometry as XYZ:
```
22
Properties=species:S:1:pos:R:3
C -2.183 0.777 -1.352
O 1.344 -1.370 2.938
C -1.303 -0.427 -1.497
C 0.135 -0.455 -0.809
C 0.442 0.854 -0.160
C 0.744 0.953 1.172
C 0.329 2.088 -0.951
H -2.835 1.053 -2.189
H -2.831 0.708 -0.472
H 1.523 -1.427 3.889
H -0.976 0.227 -2.354
H -1.440 -1.472 -1.755
H 0.838 -0.615 -1.638
H 0.387 -1.133 0.007
H 0.680 0.123 1.887
H 0.774 1.990 1.531
H 0.801 1.998 -1.945
H -0.619 2.619 -1.164
H 0.955 2.862 -0.475
H 0.987 -3.941 1.805
H 1.195 -2.333 2.150
O 1.052 -3.079 1.380
```

Computed properties:
HOMO-LUMO gap (spin up / spin down)	9.0 / 5.3	eV
total charge	+1
E_HOMO (spin up / spin down)	-14.7 / -13.4	eV
<S²>	1.300
multiplicity	2
lowest unoccupied orbital energy (spin up / spin down)	-5.7019 / -8.0778	eV
ΔE to the lowest compared entry with this formula, charge and spin	7.493	eV

=====

[5]
C6H14O2 | wB97M-V/def2-TZVPD

Geometry as XYZ:
```
22
Properties=species:S:1:pos:R:3
C 2.140 0.398 -0.528
O 1.802 -0.597 -1.490
C 1.693 0.076 0.941
C 0.619 -1.015 1.040
C -0.587 -0.760 0.242
C -1.869 -0.632 0.505
C -3.019 -0.510 -0.447
H 3.223 0.494 -0.570
H 1.735 1.372 -0.804
H 0.849 -0.596 -1.562
H 2.566 -0.232 1.509
H 1.269 1.001 1.329
H 1.050 -1.968 0.705
H 0.281 -1.138 2.075
H -0.656 0.115 -1.516
H -2.158 -0.627 1.558
H -3.114 0.547 -0.712
H -3.949 -0.820 0.019
H -2.876 -1.103 -1.350
H -0.729 1.426 -0.228
H -1.323 2.855 -0.260
O -0.612 2.319 0.112
```

Computed properties:
HOMO-LUMO gap (spin up / spin down)	7.8 / 5.5	eV
total charge	+1
E_HOMO (spin up / spin down)	-14.5 / -14.4	eV
<S²>	0.811
multiplicity	2
lowest unoccupied orbital energy (spin up / spin down)	-6.7424 / -8.9345	eV
ΔE to the lowest compared entry with this formula, charge and spin	4.905	eV

=====

[6]
C6H14O3 | wB97M-V/def2-TZVPD

Geometry as XYZ:
```
23
Properties=species:S:1:pos:R:3
C 0.515 1.532 -0.862
C 1.724 -0.520 -1.782
C 0.412 0.088 -1.342
O 1.526 1.647 0.130
O -0.663 -0.322 -1.790
H 1.668 2.579 0.326
H -0.461 1.857 -0.487
H 0.761 2.142 -1.743
H 1.635 -1.603 -1.821
H 2.530 -0.227 -1.113
H 1.951 -0.152 -2.784
C 0.109 -1.185 0.801
C -0.774 -0.153 1.772
C -2.137 0.057 1.133
O -0.603 -2.158 0.140
H -0.984 -1.712 -0.657
H 1.162 -0.944 0.652
H 0.163 -1.528 1.891
H -0.918 -0.482 2.809
H -0.168 0.750 1.790
H -2.052 0.359 0.093
H -2.676 0.836 1.674
H -2.722 -0.860 1.171
```

Computed properties:
HOMO-LUMO gap	9.4	eV
total charge	0
E_HOMO	-9.0	eV
lowest unoccupied orbital energy	0.3796	eV
ΔE to the lowest compared entry with this formula, charge and spin	3.465	eV

=====

[7]
C6H14O3 | wB97M-V/def2-TZVPD

Geometry as XYZ:
```
23
Properties=species:S:1:pos:R:3
C 1.655 -0.489 -0.058
C 1.436 -1.550 -1.016
C 1.309 -0.754 1.378
C 0.671 1.216 -0.625
H 2.590 0.049 -0.186
H 0.302 -1.435 -1.319
H 1.454 -2.557 -0.599
H 2.017 -1.458 -1.930
H 1.332 0.155 1.978
H 0.330 -1.223 1.457
H 2.044 -1.451 1.795
H -0.213 1.839 -0.717
H 1.126 1.322 -1.608
H 1.251 1.752 0.123
C -2.047 0.812 1.421
C -1.475 -0.050 -0.734
O -1.711 -0.285 0.575
O -2.230 0.983 -1.222
O -1.215 -1.007 -1.474
H -2.240 0.902 -2.185
H -1.243 1.551 1.429
H -2.974 1.288 1.100
H -2.168 0.391 2.416
```

Computed properties:
HOMO-LUMO gap	9.7	eV
total charge	0
E_HOMO	-9.0	eV
lowest unoccupied orbital energy	0.7056	eV
ΔE to the lowest compared entry with this formula, charge and spin	3.900	eV

=====

[8]
C6H14O3P2 | wB97M-V/def2-TZVPD

Geometry as XYZ:
```
25
Properties=species:S:1:pos:R:3
C -3.391 -1.496 0.298
C 3.501 2.054 -0.509
C -2.166 -0.678 0.837
C -1.541 0.260 -0.231
C 2.572 0.743 -0.112
C -0.348 0.996 0.295
O 0.914 -1.192 -0.237
O 0.817 0.548 -2.296
O 1.124 -3.715 0.881
P 0.463 -2.796 -0.057
P 1.004 0.454 -0.859
H -4.193 -1.818 0.987
H -3.923 -0.896 -0.455
H -3.088 -2.406 -0.267
H 3.385 2.262 -1.602
H 3.071 2.931 -0.015
H 4.536 1.990 -0.187
H -1.569 -1.400 1.444
H -2.751 -0.050 1.544
H -2.375 0.946 -0.603
H -1.207 -0.382 -1.010
H 2.354 1.004 0.934
H 3.221 -0.092 -0.267
H 0.064 0.663 1.272
H -0.475 2.069 0.214
```

Computed properties:
HOMO-LUMO gap	10.2	eV
total charge	0
E_HOMO	-10.2	eV
lowest unoccupied orbital energy	0.0315	eV
ΔE to the lowest compared entry with this formula, charge and spin	0.000	eV

=====

[9]
C6H14O3PbS4Sb | wB97M-V/def2-TZVPD

Geometry as XYZ:
```
29
Properties=species:S:1:pos:R:3
Pb -0.414 -0.364 -2.027
C 2.651 -1.012 -0.215
O 1.971 0.030 -0.911
C 2.170 1.301 -0.308
C 1.261 2.311 -0.974
O -0.121 2.010 -0.786
C -0.595 2.269 0.537
C -1.235 1.030 1.114
O -0.403 -0.079 0.828
C -0.792 -1.245 1.527
H 3.731 -0.857 -0.264
H 2.337 -1.044 0.831
H 2.400 -1.952 -0.702
H 1.950 1.233 0.763
H 3.212 1.611 -0.436
H 1.480 3.310 -0.592
H 1.427 2.313 -2.053
H 0.242 2.596 1.158
H -1.338 3.068 0.502
H -1.377 1.166 2.191
H -2.217 0.872 0.661
H -0.849 -1.055 2.602
H -1.777 -1.598 1.192
H -0.048 -2.013 1.330
S -3.528 -3.544 0.925
Sb -2.806 -2.876 -1.189
S -3.018 -0.509 -1.498
S -0.417 -2.923 -1.321
S -3.898 -4.049 -2.886
```

Computed properties:
HOMO-LUMO gap (spin up / spin down)	5.8 / 5.7	eV
total charge	+1
E_HOMO (spin up / spin down)	-12.4 / -12.4	eV
lowest unoccupied orbital energy (spin up / spin down)	-6.6003 / -6.6834	eV
ΔE to the lowest compared entry with this formula, charge and spin	0.508	eV